[1]
A gas-phase ion, CH4IN2O (charge +1) at a distorted geometry. Source: the Open Molecules 2025 dataset; level of theory: ωB97M-V with the def2-TZVPD basis set.

XYZ file:
```
9
Properties=species:S:1:pos:R:3:mulliken_charge:R:1
N 0.658 -1.170 0.735 -0.43
C 0.312 -0.145 -0.014 0.44
I 1.591 0.307 -1.636 0.27
N -0.758 0.528 0.238 -0.08
O -1.062 1.542 -0.776 -0.38
H 0.055 -1.559 1.550 0.28
H 1.585 -1.614 0.544 0.24
H -1.312 0.962 0.998 0.33
H -1.068 1.149 -1.639 0.34
```

## Properties
**Frontier orbital gap**: 10.01 eV
**Charge**: +1
**Total energy**: -522.60611 a.u.
**SMILES**: N/C(I)=[NH+]/O
**Lowest unoccupied orbital energy**: -0.183 Ha
**E_HOMO**: -0.5513 hartree

=====

[2]
2 unconnected molecules or ions with the total composition C2H4ClNO2 at a distorted geometry. Source: the Open Molecules 2025 dataset; level of theory: ωB97M-V with the def2-TZVPD basis set.

XYZ file:
```
10
Properties=species:S:1:pos:R:3:mulliken_charge:R:1
C 0.792 -0.216 0.719 -0.70
C -1.245 0.607 -0.822 -0.65
N 1.838 0.329 -0.077 0.82
O 1.944 1.478 -0.501 -0.54
O 2.665 -0.549 -0.394 -0.53
Cl -2.714 0.284 -0.013 -0.10
H 0.743 -1.262 0.808 0.35
H 0.133 0.363 1.318 0.48
H -1.019 0.099 -1.729 0.38
H -0.737 1.466 -0.702 0.48
```

## Properties
**Frontier orbital gap (alpha / beta)**: 9.33 / 7.38 eV
**Charge**: 0
**Total energy**: -743.79448 a.u.
**Lowest unoccupied orbital energy (alpha / beta)**: -0.031 / -0.069 Ha
**E_HOMO (alpha / beta)**: -0.3735 / -0.3399 hartree

=====

[3]
A molecular structure, C22H26ClN3PtS at a distorted geometry. Source: the Open Molecules 2025 dataset; level of theory: ωB97M-V with the def2-TZVPD basis set.

XYZ file:
```
54
Properties=species:S:1:pos:R:3:mulliken_charge:R:1
Pt 0.631 -0.216 -0.295 0.81
C 1.582 0.030 1.788 0.89
C 1.404 1.278 1.169 -0.62
C 2.244 1.260 -0.020 1.26
C 2.984 0.022 -0.038 -0.08
C 2.610 -0.722 1.077 0.83
C 3.188 -2.014 1.539 -1.73
C 4.013 -0.320 -1.060 -1.29
C 2.508 2.388 -0.961 -1.24
C 0.718 2.442 1.825 -1.40
C 1.034 -0.334 3.131 -1.75
H 2.551 -2.530 2.253 0.32
H 4.135 -1.802 2.045 0.41
H 3.412 -2.685 0.714 0.40
H 3.704 -0.025 -2.064 0.35
H 4.227 -1.386 -1.070 0.39
H 4.945 0.209 -0.847 0.38
H 3.532 2.729 -0.777 0.39
H 1.834 3.226 -0.817 0.37
H 2.471 2.077 -2.006 0.44
H 0.422 3.205 1.105 0.42
H 1.387 2.915 2.547 0.37
H -0.166 2.129 2.379 0.37
H 0.996 -1.411 3.280 0.44
H 0.030 0.059 3.276 0.39
H 1.670 0.081 3.917 0.38
N -5.127 -1.848 -2.362 -0.40
C -4.211 -2.154 -1.740 -0.29
C -3.039 -2.455 -0.960 0.06
C -2.861 -3.667 -0.305 -0.35
C -1.705 -3.840 0.435 -0.85
C -0.785 -2.815 0.501 -0.07
N -0.953 -1.635 -0.130 -0.09
C -2.061 -1.480 -0.868 -0.06
H -3.606 -4.447 -0.381 0.55
H -1.513 -4.763 0.964 0.47
H 0.114 -2.913 1.092 0.33
H -2.164 -0.567 -1.428 0.77
Cl 1.774 -2.809 -1.370 -0.09
C 1.015 -1.343 -1.985 -0.94
H 0.125 -1.625 -2.536 0.65
H 1.713 -0.781 -2.595 0.53
S -0.263 1.276 -1.841 -0.51
C -1.757 1.883 -1.185 0.80
N -2.066 1.816 0.122 0.23
C -3.216 2.295 0.663 -0.13
C -4.138 2.897 -0.138 -0.72
C -3.856 3.002 -1.507 -0.30
C -2.682 2.504 -2.028 -0.68
H -1.381 1.381 0.732 -0.30
H -3.328 2.164 1.729 0.46
H -5.057 3.276 0.283 0.47
H -4.572 3.471 -2.169 0.46
H -2.465 2.571 -3.085 0.50
```

## Properties
**Frontier orbital gap**: 7.69 eV
**Charge**: +2
**Total energy**: -1995.34090 a.u.
**Lowest unoccupied orbital energy**: -0.258 Ha
**E_HOMO**: -0.5404 hartree

=====

[4]
C7H13N3O3 in the gas phase at a distorted geometry. Source: the Open Molecules 2025 dataset; level of theory: ωB97M-V with the def2-TZVPD basis set.

XYZ file:
```
26
Properties=species:S:1:pos:R:3:mulliken_charge:R:1
C -3.281 1.920 1.327 -0.88
O -2.498 1.527 0.169 -0.33
C -1.204 1.993 0.012 -0.96
C -0.246 0.886 -0.521 0.37
O -0.804 0.535 -1.836 -0.60
C -0.228 -0.248 0.538 -0.96
N 0.943 -1.038 0.505 0.24
C 2.026 -0.726 1.312 -0.42
C 3.118 -1.327 0.721 -0.43
N 2.807 -1.840 -0.501 -0.67
C 1.530 -1.696 -0.552 0.46
N 0.906 -2.121 -1.743 -0.18
O 1.581 -2.697 -2.877 -0.46
H -4.300 1.707 1.195 0.26
H -2.822 1.467 2.189 0.33
H -3.194 2.890 1.525 0.43
H -1.205 2.814 -0.611 0.43
H -0.809 2.191 0.980 0.52
H 0.751 1.281 -0.732 0.35
H -0.209 -0.089 -2.198 0.40
H -0.292 0.123 1.559 0.42
H -1.120 -0.804 0.394 0.23
H 2.142 -0.145 2.178 0.41
H 4.071 -1.303 1.277 0.36
H -0.171 -2.256 -1.733 0.31
H 2.507 -3.044 -2.578 0.38
```

## Properties
**Frontier orbital gap**: 8.48 eV
**Charge**: 0
**Total energy**: -664.36355 a.u.
**SMILES**: COC[C@H](O)Cn1ccnc1NO
**Lowest unoccupied orbital energy**: 0.027 Ha
**E_HOMO**: -0.2841 hartree

=====

[5]
6 unconnected molecules or ions with the total composition C26H63N2O11. Source: the Open Molecules 2025 dataset; level of theory: ωB97M-V with the def2-TZVPD basis set.

XYZ file:
```
102
Properties=species:S:1:pos:R:3:mulliken_charge:R:1
C 6.709 -0.812 0.913 -1.18
C 5.552 -0.789 -0.072 0.75
O 5.507 -0.007 -1.009 -0.64
N 4.619 -1.765 0.135 -0.24
C 3.302 -1.711 -0.526 -0.55
C 2.274 -2.419 0.338 -0.26
C 1.699 -1.552 1.464 -0.35
C 0.234 -1.119 1.168 -0.82
N 0.088 -0.620 -0.162 -0.42
H 6.361 -0.721 1.944 0.33
H 7.252 -1.755 0.830 0.30
H 7.380 0.014 0.691 0.33
H 4.542 -2.060 1.098 0.31
H 3.025 -0.667 -0.681 0.08
H 3.387 -2.168 -1.516 0.37
H 2.738 -3.323 0.756 0.33
H 1.440 -2.717 -0.301 0.10
H 2.306 -0.642 1.576 0.02
H 1.738 -2.080 2.427 0.26
H 0.009 -0.369 1.966 0.11
H -0.406 -1.990 1.429 0.44
H -0.756 -1.016 -0.572 -0.03
C 0.086 5.202 0.276 -0.64
O 1.252 5.401 1.060 -0.42
C 1.122 4.906 2.382 -0.65
C 1.609 3.472 2.508 -0.15
O 0.861 2.585 1.723 -0.33
C 1.490 2.236 0.486 -0.60
H 0.381 5.236 -0.772 0.23
H -0.358 4.226 0.474 0.24
H -0.654 5.990 0.469 0.37
H 0.073 4.957 2.701 0.29
H 1.710 5.554 3.040 0.44
H 1.507 3.167 3.558 0.10
H 2.675 3.424 2.248 0.31
H 2.261 1.478 0.657 0.18
H 1.947 3.123 0.038 0.56
H 0.746 1.786 -0.161 -0.15
C -0.104 2.481 7.788 -0.70
O 0.893 1.616 8.297 -0.38
C 0.474 0.269 8.415 -0.48
C 0.851 -0.580 7.216 -0.50
O 0.211 -0.161 6.033 -0.38
C 1.023 0.641 5.188 -0.90
H 0.390 3.406 7.494 0.24
H -0.606 2.052 6.918 0.32
H -0.854 2.709 8.555 0.31
H -0.611 0.220 8.566 0.30
H 0.958 -0.144 9.305 0.37
H 0.539 -1.610 7.418 0.39
H 1.941 -0.578 7.091 0.31
H 1.743 0.026 4.639 0.35
H 1.558 1.404 5.761 0.43
H 0.368 1.117 4.460 0.28
C -1.615 2.427 -1.819 -0.75
O -0.259 2.598 -2.180 0.00
C 0.255 1.570 -3.006 -0.17
C 0.360 2.019 -4.446 -0.82
O -0.907 2.346 -5.009 -0.31
C -1.194 3.729 -4.967 -0.62
H -1.963 3.379 -1.415 0.23
H -2.232 2.158 -2.684 0.24
H -1.708 1.652 -1.050 0.26
H -0.359 0.668 -2.922 0.39
H 1.250 1.308 -2.637 0.10
H 0.786 1.208 -5.044 0.34
H 1.032 2.883 -4.518 0.40
H -0.679 4.264 -5.775 0.26
H -0.905 4.167 -4.009 0.21
H -2.269 3.851 -5.102 0.25
C 0.453 -8.736 -0.031 -0.66
O -0.170 -7.833 -0.918 -0.37
C -0.638 -6.648 -0.292 -0.75
C 0.333 -5.493 -0.406 -0.18
O 1.556 -5.782 0.254 -0.33
C 2.602 -6.156 -0.616 -0.82
H 0.994 -9.464 -0.635 0.24
H 1.156 -8.229 0.635 0.27
H -0.288 -9.268 0.579 0.32
H -0.853 -6.841 0.766 0.36
H -1.575 -6.369 -0.782 0.39
H -0.103 -4.610 0.068 0.21
H 0.514 -5.248 -1.457 0.37
H 3.023 -5.279 -1.122 0.28
H 2.265 -6.874 -1.370 0.43
H 3.382 -6.615 -0.008 0.24
C -7.435 1.448 -6.600 -0.73
O -7.263 2.331 -5.510 -0.39
C -7.094 1.674 -4.265 -0.59
C -5.640 1.506 -3.873 -0.35
O -4.927 0.678 -4.767 -0.40
C -4.149 1.392 -5.714 -0.25
H -7.294 2.028 -7.511 0.25
H -6.710 0.632 -6.578 0.32
H -8.446 1.024 -6.606 0.32
H -7.582 0.692 -4.287 0.32
H -7.593 2.282 -3.506 0.37
H -5.603 1.038 -2.885 0.42
H -5.162 2.490 -3.794 0.26
H -3.250 1.807 -5.252 -0.14
H -4.727 2.195 -6.181 0.35
H -3.844 0.680 -6.479 0.27
```

## Properties
**Frontier orbital gap**: 4.59 eV
**Charge**: -1
**Total energy**: -1965.35326 a.u.
**Lowest unoccupied orbital energy**: 0.093 Ha
**E_HOMO**: -0.0762 hartree

=====

[6]
C24H25FN4O5S in the gas phase at a distorted geometry. Source: the Open Molecules 2025 dataset; level of theory: ωB97M-V with the def2-TZVPD basis set.

XYZ file:
```
60
Properties=species:S:1:pos:R:3:mulliken_charge:R:1
C 3.797 -2.558 3.432 -1.07
N 3.016 -1.668 2.596 0.12
C 2.886 -2.105 1.222 -0.77
S 3.546 -0.086 2.699 1.27
O 4.610 0.196 1.788 -0.71
O 3.712 0.240 4.076 -0.69
N 2.195 0.720 2.121 0.16
C 2.076 1.273 0.866 -1.62
C 0.772 1.549 0.577 1.04
C 0.262 2.037 -0.690 -0.78
C -0.798 1.509 -1.321 -0.03
N -1.532 0.421 -0.830 0.09
C -0.971 -0.695 -0.303 0.11
O 0.227 -0.920 -0.371 -0.76
C -1.886 -1.658 0.380 0.49
C -1.332 -2.884 0.750 -0.55
C -2.061 -3.832 1.438 -0.74
C -3.377 -3.572 1.786 -0.33
C -3.953 -2.363 1.441 -0.72
C -3.209 -1.426 0.748 0.67
F -3.824 -0.261 0.445 -0.37
C -1.447 2.131 -2.520 0.41
O -2.655 2.307 -2.524 -0.74
N -0.649 2.509 -3.543 0.03
C 0.682 2.010 -3.811 -0.37
C 0.650 1.155 -5.088 -0.74
O 0.123 1.867 -6.181 -0.38
C -1.193 2.300 -5.914 -0.54
C -1.229 3.202 -4.678 -0.76
C 0.008 1.159 1.737 1.20
C -1.340 1.226 2.080 0.00
C -1.734 0.713 3.298 -0.71
C -0.813 0.157 4.186 -0.88
C 0.536 0.116 3.889 -0.74
C 0.929 0.627 2.664 -0.35
H 4.778 -2.778 2.996 0.36
H 3.935 -2.068 4.393 0.39
H 3.244 -3.486 3.570 0.34
H 3.830 -1.995 0.677 0.33
H 2.114 -1.516 0.729 0.15
H 2.586 -3.151 1.217 0.39
H 2.960 1.386 0.270 0.53
H 0.799 2.852 -1.153 0.60
H -2.529 0.493 -0.991 0.39
H -0.302 -3.061 0.478 0.44
H -1.606 -4.772 1.707 0.42
H -3.955 -4.305 2.328 0.41
H -4.973 -2.128 1.703 0.46
H 1.037 1.403 -2.980 0.39
H 1.356 2.861 -3.963 0.20
H 1.661 0.859 -5.372 0.36
H 0.046 0.253 -4.900 0.35
H -1.849 1.431 -5.751 0.32
H -1.523 2.843 -6.800 0.36
H -0.642 4.107 -4.868 0.32
H -2.256 3.469 -4.425 0.44
H -2.059 1.676 1.412 0.45
H -2.777 0.746 3.575 0.47
H -1.163 -0.237 5.129 0.42
H 1.266 -0.280 4.575 0.48
```

## Properties
**Frontier orbital gap**: 8.28 eV
**Charge**: 0
**Total energy**: -2022.84219 a.u.
**SMILES**: CN(C)S(=O)(=O)n1cc(/C=C(\NC(=O)c2ccccc2F)C(=O)N2CCOCC2)c2ccccc21
**Lowest unoccupied orbital energy**: 0.005 Ha
**E_HOMO**: -0.2993 hartree

=====

[7]
A molecular structure, C13H23I2OP2SnTe at a distorted geometry. Source: the Open Molecules 2025 dataset; level of theory: ωB97M-V with the def2-TZVPD basis set.

XYZ file:
```
43
Properties=species:S:1:pos:R:3:mulliken_charge:R:1
I -1.684 -0.268 -4.966 0.55
I 2.089 -2.944 -3.058 0.40
Sn 0.321 -0.831 -1.108 0.62
P 1.461 1.529 -1.570 0.63
C 1.915 1.804 -3.314 -1.06
C 0.574 3.060 -1.066 -1.10
H 1.282 3.905 -1.174 0.41
H 3.463 2.701 -0.899 0.45
H 0.248 2.955 -0.013 0.36
H 2.892 1.668 0.433 0.18
H 1.005 1.987 -3.899 0.33
H -0.315 3.198 -1.707 0.39
C 3.050 1.701 -0.656 -0.97
H 2.637 2.633 -3.342 0.41
H 3.727 0.850 -0.870 0.37
H 2.376 0.887 -3.700 0.35
P -1.827 -2.237 -0.370 0.69
C -2.464 -3.253 -1.701 -1.08
C -1.430 -3.404 0.953 -1.15
H -2.967 -0.560 0.980 0.34
H -3.898 -2.104 0.783 0.44
H -3.800 -0.850 -0.552 0.40
C -3.275 -1.347 0.277 -1.12
H -0.876 -2.924 1.762 0.34
H -2.399 -3.735 1.378 0.45
H -3.137 -3.978 -1.236 0.42
H -1.630 -3.764 -2.181 0.38
H -0.703 -4.161 0.604 0.36
H -2.941 -2.609 -2.441 0.34
C 0.526 -1.645 -3.136 0.16
O -0.255 -1.619 -4.202 -0.47
Te 1.732 -1.357 1.314 0.21
C 0.921 0.066 2.634 0.15
C 1.817 1.098 3.009 -0.53
C 1.358 2.179 3.801 -0.67
C 0.023 2.245 4.231 -0.49
C -0.888 1.269 3.736 -0.48
C -0.455 0.189 2.939 -0.08
H 2.861 1.119 2.650 0.55
H 2.079 2.891 4.199 0.43
H -0.362 3.007 4.938 0.43
H -1.939 1.199 4.052 0.40
H -1.113 -0.551 2.488 0.25
```

## Properties
**Frontier orbital gap**: 5.05 eV
**Charge**: +3
**Total energy**: -2343.66276 a.u.
**Lowest unoccupied orbital energy**: -0.436 Ha
**E_HOMO**: -0.6221 hartree

=====

[8]
A molecular structure, C31H49F6GeN7O6S5Sr at a distorted geometry. Source: the Open Molecules 2025 dataset; level of theory: ωB97M-V with the def2-TZVPD basis set.

XYZ file:
```
106
Properties=species:S:1:pos:R:3:mulliken_charge:R:1
Sr 0.196 -0.981 1.635 1.29
C -3.270 4.306 -0.983 -0.87
C -2.310 4.063 0.185 -0.85
S -2.081 2.392 0.801 0.40
C -3.761 1.969 1.328 -0.88
C -4.753 1.496 0.224 -1.04
S -4.031 0.410 -1.038 -0.01
C -4.721 1.085 -2.559 -0.78
C -4.597 2.598 -2.786 -0.96
S -2.971 3.346 -2.494 0.06
H -3.196 5.358 -1.257 0.54
H -4.295 4.112 -0.679 0.34
H -2.629 4.699 1.013 0.58
H -1.295 4.355 -0.103 0.19
H -4.203 2.811 1.865 0.75
H -3.613 1.168 2.048 -0.21
H -5.155 2.352 -0.306 0.30
H -5.582 0.973 0.701 0.64
H -5.775 0.812 -2.634 0.45
H -4.174 0.538 -3.330 0.36
H -5.310 3.148 -2.178 0.48
H -4.836 2.801 -3.830 0.46
F -3.832 -2.977 3.565 -0.19
C -3.886 -2.446 2.360 0.42
F -4.330 -3.342 1.493 -0.21
F -4.645 -1.375 2.309 -0.13
S -2.082 -2.102 1.780 1.24
O -2.014 -0.835 1.013 -0.42
O -1.736 -3.276 1.066 -0.80
N -1.100 -1.962 3.115 -1.20
S -1.404 -0.413 3.646 1.53
O -2.805 -0.227 3.875 -0.73
O -0.606 0.624 2.961 -0.50
C -0.670 -0.494 5.328 0.48
F -0.878 0.689 5.891 -0.18
F 0.631 -0.742 5.226 -0.21
F -1.270 -1.444 6.027 -0.18
C 2.703 -0.738 -1.632 -0.77
Ge 3.476 -2.091 -0.403 0.80
C 3.212 -3.891 -1.117 -1.08
C 5.401 -1.780 -0.359 -1.20
C 2.726 -2.043 1.361 -1.31
H 2.648 -1.107 -2.661 0.55
H 3.294 0.190 -1.630 0.38
H 1.704 -0.509 -1.281 -0.29
H 3.237 -3.922 -2.212 0.35
H 2.228 -4.246 -0.795 0.08
H 3.970 -4.570 -0.723 0.43
H 5.843 -1.822 -1.361 0.37
H 5.875 -2.544 0.261 0.35
H 5.624 -0.795 0.066 0.17
H 3.455 -1.618 2.063 0.19
H 2.557 -3.099 1.645 0.52
O -3.763 -6.656 0.949 -0.49
C -2.673 -7.114 0.149 -0.58
N -2.075 -5.958 -0.454 0.10
C -1.964 -5.820 -1.809 0.32
O -2.266 -6.688 -2.603 -0.68
C -1.408 -4.504 -2.280 0.46
C -1.835 -4.017 -3.502 -0.54
C -1.315 -2.825 -3.962 -1.14
C -0.384 -2.165 -3.176 -0.38
N 0.058 -2.617 -2.000 0.23
C -0.451 -3.786 -1.581 -0.76
H -4.384 -7.380 1.069 0.28
H -2.995 -7.769 -0.654 0.45
H -1.945 -7.632 0.771 0.32
H -1.957 -5.146 0.129 0.23
H -2.560 -4.585 -4.072 0.50
H -1.611 -2.418 -4.921 0.48
H 0.058 -1.231 -3.512 0.63
H -0.056 -4.162 -0.645 0.74
N 1.573 3.348 -6.489 -0.50
C 1.278 3.051 -5.419 -0.30
C 0.924 2.678 -4.050 0.43
C 0.066 1.619 -3.813 -0.38
C -0.209 1.287 -2.499 -0.68
N 0.312 1.928 -1.456 0.79
C 1.128 2.955 -1.701 -0.37
C 1.467 3.369 -2.979 -0.89
H -0.367 1.067 -4.638 0.59
H -0.877 0.463 -2.262 0.55
H 1.539 3.460 -0.831 0.22
H 2.139 4.201 -3.141 0.55
C 4.550 4.552 3.181 -1.15
C 3.839 4.388 1.843 -0.84
N 3.543 2.998 1.511 0.42
C 4.691 2.158 1.149 -0.95
C 4.998 1.075 2.177 -0.61
C 2.281 2.459 1.608 0.42
C 1.232 3.307 2.286 -1.03
N 1.958 1.301 1.146 1.32
H 4.693 5.612 3.407 0.42
H 5.534 4.077 3.165 0.31
H 3.965 4.101 3.987 0.24
H 4.466 4.797 1.047 0.48
H 2.917 4.961 1.843 0.42
H 5.547 2.823 1.055 0.48
H 4.521 1.708 0.165 0.20
H 5.301 1.531 3.124 0.37
H 5.814 0.443 1.824 0.40
H 4.135 0.443 2.361 -0.15
H 0.885 4.104 1.619 0.27
H 1.609 3.758 3.207 0.42
H 0.375 2.681 2.516 -0.33
H 2.734 0.862 0.659 -1.02
```

## Properties
**Frontier orbital gap**: 6.50 eV
**Charge**: 0
**Total energy**: -6743.04126 a.u.
**Lowest unoccupied orbital energy**: 0.004 Ha
**E_HOMO**: -0.2351 hartree

=====

Q: Which value of charge does entry 6 give?
A: 0

=====

Q: What is the total energy in the first record?
A: -522.60611 a.u.

=====

Q: charge of number 8 (C31H49F6GeN7O6S5Sr)?
A: 0